H28O14Tl | ωB97M-V/def2-TZVPD

Structure (XYZ):
```
43
H28O14Tl (ωB97M-V/def2-TZVPD)
Tl 0.572 -0.186 -0.335
O 0.487 -1.590 -2.958
H -0.032 -2.100 -3.579
H 1.090 -1.087 -3.506
O -1.815 1.740 0.585
H -2.352 2.400 0.146
H -2.203 1.656 1.456
O 0.824 0.885 2.487
H 0.804 0.227 3.183
H 0.721 1.720 2.943
O -1.021 1.485 -2.327
H -1.552 1.245 -3.087
H -1.158 2.427 -2.226
O 1.691 -1.943 1.946
H 1.890 -1.767 2.866
H 1.725 -2.896 1.872
O -1.193 -1.489 1.778
H -1.734 -2.225 1.494
H -1.603 -1.189 2.589
O 1.829 1.421 -2.365
H 1.752 2.364 -2.219
H 2.428 1.341 -3.107
O 0.581 -3.254 -0.349
H 0.235 -3.632 -1.157
H 0.514 -3.960 0.294
O -2.703 1.326 3.019
H -3.031 1.588 3.880
H -1.956 0.760 3.209
O -2.134 -1.528 -1.188
H -2.512 -2.374 -0.947
H -2.882 -1.002 -1.471
O 3.370 -1.325 -1.125
H 4.035 -1.852 -0.681
H 3.512 -1.496 -2.056
O -3.939 0.511 -1.246
H -4.194 0.321 -0.343
H -3.799 1.458 -1.262
O 0.812 2.958 -0.031
H 0.225 3.708 0.061
H 1.669 3.291 0.234
O 3.337 0.602 1.015
H 3.534 1.281 1.661
H 4.179 0.179 0.847
```

Highest occupied orbital energy   -19.98 eV
Net charge   +3
E   -1241.3921 Eh

Here are the natural (NBO) charges for atoms 1 to 5, given in e: atom 1 (Tl): 1.8112, atom 2 (O): -0.9091, atom 3 (H): 0.5217, atom 4 (H): 0.4962, atom 5 (O): -0.8971